Here is a molecular structure, C33H39N3O4W at a distorted geometry from the Open Molecules 2025 dataset. Energies are from ωB97M-V with the def2-TZVPD basis set.

The electronic energy is -49331.1982 eV. Its strongest force on any atom is 4.104 eV/Å. As for the spin multiplicity: 3.

XYZ file:
```
80
Properties=species:S:1:pos:R:3:lowdin_charge:R:1
W -0.2041 0.5026 0.6986 1.672
C 0.0285 -4.2258 -2.5089 -0.052
C -0.8606 -2.9275 -2.6684 -0.356
C -1.4394 -2.8770 -4.1236 -0.058
C -2.0287 -2.7283 -1.7137 -0.164
C -3.0193 -3.7269 -1.7697 -0.040
C -4.2153 -3.5116 -1.1087 -0.068
C -4.5097 -2.3054 -0.4526 -0.026
C -3.5536 -1.2672 -0.4375 -0.132
C -3.9839 0.1011 0.0031 -0.364
C -2.9598 1.2115 -0.0693 -0.052
C -4.5062 0.0346 1.4532 -0.037
C -2.2078 -1.6354 -0.8245 -0.100
N -0.9955 -1.0132 -0.2911 -0.165
C 0.1609 -1.7454 -0.1822 -0.200
C 1.4817 -1.1915 -0.0565 -0.161
N 1.6862 0.1551 -0.1351 -0.117
C 2.9119 0.7822 -0.4415 -0.166
C 3.2300 1.9715 0.2467 -0.138
C 4.5674 2.1696 0.6211 -0.029
C 5.5499 1.4869 -0.0602 -0.071
C 5.2062 0.5022 -0.9939 -0.049
C 3.8878 0.2019 -1.3231 -0.143
C 3.6250 -0.5212 -2.6328 -0.343
C 3.5932 -2.0584 -2.6082 -0.059
C 2.4427 0.1127 -3.4890 -0.033
C 2.2117 2.9714 0.7192 -0.380
C 1.6793 3.7730 -0.4996 -0.045
C 2.6320 3.9644 1.7880 -0.058
H 1.0859 -4.0236 -2.6815 0.053
H -0.1288 -4.9220 -3.3040 0.056
H -0.1010 -4.7635 -1.5082 0.102
H -0.2108 -2.0235 -2.7186 0.111
H -2.0058 -3.7899 -4.2832 0.073
H -0.6274 -2.8879 -4.8413 0.076
H -1.9659 -1.9346 -4.2272 0.085
H -2.7746 -4.6315 -2.3256 0.122
H -4.9994 -4.3255 -1.0290 0.128
H -5.4308 -2.1305 0.1011 0.115
H -4.8059 0.3406 -0.7251 0.170
H -2.0397 0.8850 0.5539 -0.019
H -3.3501 2.0647 0.5540 0.121
H -2.6600 1.4101 -1.1144 0.112
H -5.0842 -0.8611 1.6783 0.071
H -5.2098 0.8099 1.7351 0.094
H -3.5921 -0.0241 2.0778 0.094
H -0.0219 -2.7771 0.2615 0.157
H 2.2221 -1.8572 0.4986 0.161
H 4.9094 2.8608 1.3729 0.108
H 6.6534 1.6289 0.0787 0.123
H 5.9560 -0.0225 -1.5723 0.113
H 4.5759 -0.2727 -3.1808 0.137
H 2.9211 -2.4956 -1.8759 0.048
H 4.5884 -2.4537 -2.5098 0.072
H 3.2400 -2.3476 -3.6168 0.084
H 1.4337 -0.1323 -3.0643 0.071
H 2.4953 -0.3076 -4.4322 0.039
H 2.5379 1.2174 -3.4729 0.089
H 1.2940 2.3594 0.9585 0.062
H 2.3221 4.5849 -0.7621 0.076
H 0.7489 4.2416 -0.1962 0.067
H 1.4446 3.1072 -1.3739 0.091
H 3.5377 4.5028 1.4104 0.097
H 2.8955 3.5198 2.7674 0.099
H 1.7944 4.6312 1.9882 0.075
O -2.9764 -0.2399 6.6739 -0.028
C -3.0160 0.7861 5.9510 -0.669
O -3.7943 1.7902 6.0094 -0.045
C -1.9278 0.9468 4.9534 -0.068
C -0.9104 0.0503 4.6240 -0.009
C -0.1263 0.1989 3.5403 -0.107
N -0.5020 1.1480 2.5479 -0.172
C -1.2010 2.2638 3.0151 -0.143
C -2.0018 2.0938 4.1458 0.063
C -1.0436 3.6877 2.4508 -0.620
O -0.3905 4.2490 3.4458 -0.008
O -1.5345 4.0640 1.3822 0.009
H -0.7237 -0.9448 5.1511 0.156
H 0.6648 -0.4739 3.3665 0.092
H -2.5752 2.9940 4.3816 0.148
```